Record 1
Here is a cluster of 5 separate species, C2H12O5 in total from the OMol25 dataset. Energies are from wB97M-V/def2-TZVPD.

Calculated values
Relative energy (zero: lowest compared OMol25 entry of this formula, charge and spin) in eV: 1.001
Gap between HOMO and LUMO in eV: 9.9048
Maximum force in Eh/bohr: 0.053
LUMO in eV: 0.4
Calculated total energy in a.u.: -459.556949
Highest occupied orbital energy in eV: -9.50
SMILES string: C=CO.O.O.O.O
2S+1: 1
M in g mol⁻¹: 116.1

```
19
C2H12O5 (wB97M-V/def2-TZVPD)
C 2.7138 -0.2788 1.8268
C 1.8631 0.0917 0.8655
O 1.2148 1.2726 0.8143
H 3.2325 -1.2195 1.8922
H 2.8336 0.4469 2.6401
H 1.8864 -0.5436 -0.0413
H 0.2679 1.1011 1.0091
O -3.0604 -1.3664 2.2116
H -4.0077 -1.5150 2.1492
H -2.8380 -1.5981 1.3002
O -1.5538 0.7984 0.3255
H -2.3060 0.5425 0.8699
H -1.5577 0.1750 -0.4058
O -1.0891 -0.8344 -2.4800
H -1.0672 -0.7457 -3.4319
H -0.2725 -0.3784 -2.2234
O 1.1551 1.0679 -2.7592
H 1.0764 2.0299 -2.6874
H 1.5087 0.9538 -1.8754
```

Atomic partial charges in e from the Mulliken method, atoms 1 to 6: -0.76, 0.14, -0.49, 0.28, 0.24, 0.20



Record 2
Here is a cluster of 6 separate species, H12O6 in total from the OMol25 dataset. Energies are from wB97M-V/def2-TZVPD.

Calculated values
Relative energy (zero: lowest compared OMol25 entry of this formula, charge and spin) in eV: 2.216
Gap between HOMO and LUMO in eV: 10.9565
Maximum force in Eh/bohr: 0.120
LUMO in eV: 0.2
Calculated total energy in a.u.: -458.591023
Highest occupied orbital energy in eV: -10.71
SMILES string: O.O.O.O.O.O
2S+1: 1
M in g mol⁻¹: 108.1

```
18
H12O6 (wB97M-V/def2-TZVPD)
O -2.6918 -1.9944 0.7769
H -2.1384 -2.1241 0.0556
H -2.1969 -1.6847 1.5937
O -0.9742 4.5435 -4.6210
H -0.4657 4.6116 -3.7323
H -1.9053 4.3409 -4.4885
O 3.0247 2.3238 -2.4219
H 2.1414 2.7133 -2.4976
H 3.6292 3.0238 -2.7032
O -0.7772 0.5735 3.1330
H 0.1602 0.8385 3.0627
H -1.2745 1.1138 2.4962
O 0.9735 -3.8705 2.8216
H 1.7443 -3.3738 3.1218
H 0.2964 -3.5069 3.2409
O -0.0390 -2.2185 0.1646
H 0.2584 -2.3432 -0.6963
H 0.2350 -2.9667 0.6939
```

Atomic partial charges in e from the Mulliken method, atoms 1 to 6: -0.64, 0.34, 0.31, -0.65, 0.32, 0.33



Record 3
Here is a structure of composition C23H21NO7PS4Ti from the OMol25 dataset. Energies are from wB97M-V/def2-TZVPD.

Calculated values
Relative energy (zero: lowest compared OMol25 entry of this formula, charge and spin) in eV: 0.001
Gap between HOMO and LUMO in eV: 7.1997
Maximum force in Eh/bohr: 0.022
LUMO in eV: 2.4
Net charge: -1
Calculated total energy in a.u.: -4254.362310
Highest occupied orbital energy in eV: -4.79
2S+1: 1
M in g mol⁻¹: 630.5

```
58
C23H21NO7PS4Ti (wB97M-V/def2-TZVPD)
Ti 1.6155 -1.0200 -0.2629
O 3.0869 2.7570 -0.4430
S 1.9685 1.8684 -0.3763
O 1.6835 1.0204 -1.5454
O 1.9474 0.9292 0.7840
C 0.4820 2.7881 -0.1736
C 0.5184 4.1707 -0.1345
C -0.6730 4.8771 -0.0294
C -1.8752 4.1925 0.0308
C -1.8951 2.8037 -0.0057
C -0.7188 2.0736 -0.1089
P -0.7761 0.2124 -0.1093
C -1.8841 -0.1263 -1.5100
C -1.7915 0.6817 -2.6414
C -2.5039 0.3701 -3.7890
C -3.3164 -0.7533 -3.8203
C -3.4007 -1.5703 -2.7014
C -2.6827 -1.2669 -1.5550
C -1.7368 -0.0447 1.4128
C -3.1263 -0.1104 1.4506
C -3.7882 -0.2837 2.6584
C -3.0637 -0.3873 3.8371
C -1.6778 -0.3172 3.8046
C -1.0135 -0.1530 2.5992
H 1.4747 4.6711 -0.1917
H -0.6610 5.9587 0.0029
H -2.8064 4.7394 0.1077
H -2.8447 2.2857 0.0467
H -1.1381 1.5455 -2.6448
H -2.4024 0.9957 -4.6660
H -3.8644 -1.0037 -4.7192
H -4.0091 -2.4652 -2.7226
H -2.7166 -1.9420 -0.7099
H -3.6988 -0.0342 0.5350
H -4.8688 -0.3435 2.6723
H -3.5801 -0.5304 4.7777
H -1.1062 -0.4052 4.7196
H 0.0707 -0.1227 2.5758
S 0.2644 -5.5630 -0.1767
C 0.7922 -4.0042 -0.0475
S -0.1912 -2.6747 0.4791
S 2.3651 -3.4136 -0.3949
C 5.8552 -0.4768 -0.7083
C 4.5897 -0.6394 0.0870
O 4.6009 -0.6197 1.3183
O 3.5212 -0.7966 -0.6297
H 6.7098 -0.7585 -0.0977
H 5.9474 0.5756 -0.9845
H 5.8185 -1.0592 -1.6255
C 2.1774 -2.4058 2.7377
O 2.1476 -1.2914 1.8435
H 2.4842 -2.0457 3.7219
H 2.8672 -3.1693 2.3766
H 1.1739 -2.8228 2.7801
H 3.0691 -0.9016 1.8175
O 0.7663 -1.2011 -4.3901
C 0.8684 -1.3232 -3.2200
N 0.9456 -1.4700 -2.0417
```

Atomic partial charges in e from the Mulliken method, atoms 1 to 6: 0.34, -0.73, 1.33, -0.51, -0.49, 0.42



Record 4
Here is a structure of composition C8H17AlFO2Rb from the OMol25 dataset. Energies are from wB97M-V/def2-TZVPD.

Calculated values
Gap between HOMO and LUMO in eV: 6.2111
Maximum force in Eh/bohr: 0.088
LUMO in eV: -1.5
Calculated total energy in a.u.: -831.852795
Highest occupied orbital energy in eV: -7.67
2S+1: 1
M in g mol⁻¹: 276.7

```
30
C8H17AlFO2Rb (wB97M-V/def2-TZVPD)
C 3.2145 0.4936 0.8365
C 2.2157 0.1466 -0.2854
C 2.6627 0.7463 -1.6359
C 0.7703 0.5193 0.0828
C -0.1847 -0.6562 0.1400
O 0.2868 -1.5807 1.0607
Al -1.1650 -2.6956 1.1838
O -2.2898 -1.2945 1.0158
C -1.5831 -0.1845 0.5994
C -2.2995 0.6338 -0.5100
C -3.7522 0.2657 -0.7461
F -4.5956 1.1013 0.0318
H 3.9667 -0.2917 0.9029
H 3.7413 1.4350 0.6430
H 2.7333 0.5241 1.8201
H 2.2422 -0.9378 -0.3759
H 1.8221 1.1649 -2.1928
H 3.4139 1.5315 -1.5159
H 3.1116 -0.0072 -2.2824
H 0.7831 0.9336 1.0614
H 0.4051 1.2958 -0.6012
H -0.3131 -1.1008 -0.8638
H -1.2644 -3.4696 2.5761
H -1.1930 -3.5912 -0.1556
H -1.4127 0.4839 1.4810
H -1.7519 0.5356 -1.4533
H -2.3036 1.7011 -0.2559
H -3.9366 -0.7591 -0.4288
H -4.0370 0.4057 -1.7911
Rb 0.7131 2.6510 1.6589
```

Atomic partial charges in e from the Mulliken method, atoms 1 to 6: -1.54, 1.14, -1.41, -2.24, 0.17, -0.91



Record 5
Here is an isolated molecule of C4H5N3 from the OMol25 dataset. Energies are from wB97M-V/def2-TZVPD.

Calculated values
Relative energy (zero: lowest compared OMol25 entry of this formula, charge and spin) in eV: 3.269
Gap between HOMO and LUMO in eV: 9.5167
Maximum force in Eh/bohr: 0.011
LUMO in eV: 0.6
Calculated total energy in a.u.: -319.592085
Highest occupied orbital energy in eV: -8.88
2S+1: 1
M in g mol⁻¹: 95.1

```
12
C4H5N3 (wB97M-V/def2-TZVPD)
N -2.1906 0.5301 0.3045
C -1.1363 -0.1422 0.6937
C -0.0012 0.1238 -0.2949
N 0.9908 0.9187 0.4186
C 2.0056 0.1451 0.5107
N 1.9187 -1.1410 -0.0902
C 0.7353 -1.1520 -0.5871
H -2.2159 1.1295 -0.5249
H -3.0365 0.5152 0.8608
H -0.3220 0.6597 -1.2071
H 2.9217 0.4316 1.0193
H 0.3303 -2.0186 -1.1034
```

Atomic partial charges in e from the Mulliken method, atoms 1 to 6: -0.14, -0.71, 0.59, -0.46, -0.09, -0.51